Below is a molecular structure, C31H34AsN3O6S3W, with properties calculated with ωB97M-V with the def2-TZVPD basis set.

Last column: Löwdin charge in e.
Positions of all 79 atoms, in Å:
W (0.36, 0.11, 0.55)  1.491
S (2.12, 0.74, 2.66)  0.640
C (2.02, 2.45, 2.37)  -0.708
C (3.17, 3.23, 2.36)  -0.059
C (3.12, 4.60, 2.14)  -0.199
C (4.31, 5.35, 2.16)  -0.207
N (5.29, 5.95, 2.21)  0.140
C (1.87, 5.23, 1.92)  -0.199
C (0.71, 4.45, 1.95)  -0.066
C (0.76, 3.08, 2.16)  -0.694
S (-0.71, 2.13, 2.13)  0.594
C (1.80, 6.60, 1.65)  -0.212
N (1.73, 7.72, 1.43)  0.139
H (4.13, 2.75, 2.50)  0.108
H (-0.25, 4.92, 1.79)  0.111
O (2.61, -0.30, -1.31)  -0.316
As (1.17, 0.89, -1.81)  0.945
O (1.93, 2.09, -2.65)  -0.476
O (1.44, 1.44, 0.02)  -0.641
C (0.97, -0.48, -3.41)  -0.189
C (1.35, -0.10, -4.69)  -0.091
C (1.29, -1.00, -5.75)  -0.101
C (0.84, -2.30, -5.53)  -0.103
C (0.47, -2.69, -4.25)  -0.075
C (0.54, -1.77, -3.22)  -0.274
S (-0.05, -2.33, -1.62)  0.556
O (0.45, -3.66, -1.44)  -0.260
O (-1.48, -2.16, -1.64)  -0.282
O (0.53, -1.37, -0.61)  -0.540
H (3.38, 0.28, -1.39)  0.027
H (1.69, 0.92, -4.83)  0.091
H (1.58, -0.69, -6.74)  0.091
H (0.77, -2.99, -6.35)  0.090
H (0.13, -3.69, -4.04)  0.108
C (-3.32, -0.69, 0.74)  -0.088
C (-3.29, -1.79, 1.80)  -0.375
C (-3.19, -1.18, 3.21)  -0.070
C (-2.15, -2.75, 1.57)  -0.165
C (-2.45, -4.05, 1.24)  -0.071
C (-1.48, -5.03, 1.12)  -0.115
C (-0.18, -4.68, 1.46)  -0.083
C (0.18, -3.39, 1.79)  -0.161
C (1.60, -3.18, 2.25)  -0.366
C (1.63, -2.49, 3.62)  -0.094
C (2.47, -2.45, 1.23)  -0.082
C (-0.79, -2.32, 1.70)  -0.291
N (-0.44, -1.03, 1.77)  -0.171
H (-4.25, -0.13, 0.77)  0.075
H (-3.19, -1.13, -0.24)  0.067
H (-2.48, -0.01, 0.93)  0.019
H (-4.24, -2.36, 1.73)  0.122
H (-2.27, -0.61, 3.27)  0.056
H (-3.16, -1.97, 3.96)  0.074
H (-4.04, -0.53, 3.41)  0.070
H (-3.49, -4.32, 1.07)  0.101
H (-1.73, -6.04, 0.83)  0.083
H (0.58, -5.46, 1.48)  0.105
H (2.05, -4.18, 2.38)  0.123
H (1.02, -1.58, 3.58)  0.023
H (2.65, -2.20, 3.89)  0.066
H (1.22, -3.15, 4.38)  0.073
H (2.14, -1.39, 1.12)  -0.021
H (2.38, -2.94, 0.25)  0.076
H (3.52, -2.44, 1.54)  0.085
C (-2.95, 2.19, -1.12)  -0.068
C (-1.51, 2.21, -1.65)  -0.645
C (-0.78, 3.43, -1.08)  -0.088
C (-1.56, 2.36, -3.18)  -0.062
C (-0.80, 0.90, -1.26)  -0.271
H (-3.47, 3.10, -1.40)  0.078
H (-2.95, 2.11, -0.03)  0.056
H (-3.49, 1.33, -1.53)  0.077
H (-1.30, 4.35, -1.37)  0.082
H (0.24, 3.46, -1.46)  0.069
H (-0.77, 3.39, 0.00)  -0.003
H (-1.99, 3.32, -3.46)  0.078
H (-2.16, 1.56, -3.63)  0.081
H (-0.54, 2.30, -3.58)  0.064
H (-1.28, 0.07, -1.82)  0.052

For the relative energy (zero: lowest compared OMol25 entry of this formula, charge and spin), the calculation gives 4.7261 eV. As for the net charge: -2. The value obtained for the lowest unoccupied orbital energy is 3.510 eV.

Below is a molecular structure, C31H34BrClN3NaO11, with properties calculated with ωB97M-V with the def2-TZVPD basis set.

Last column: Löwdin charge in e.
Positions of all 82 atoms, in Å:
C (-2.12, -0.20, -1.12)  -0.116
C (-3.55, 0.58, -0.90)  -0.404
C (-3.76, 1.63, -2.14)  -0.186
N (-3.92, 2.40, -3.16)  -0.310
C (-4.86, -0.43, -0.84)  -0.600
Br (-6.45, 0.80, -0.48)  0.678
C (-5.06, -1.24, -2.29)  -0.144
N (-5.34, -1.90, -3.37)  0.115
H (-1.37, 0.09, -0.27)  0.082
H (-1.67, 0.12, -2.18)  0.118
H (-2.36, -1.36, -1.16)  0.094
H (-3.50, 1.10, 0.15)  0.117
H (-4.74, -1.23, 0.01)  0.068
Cl (-4.25, 2.83, -5.17)  -0.310
Na (-2.75, -1.14, 1.20)  0.379
C (6.41, -2.77, -0.50)  -0.064
C (5.59, -1.71, -0.12)  -0.081
C (4.30, -1.95, 0.34)  0.004
C (3.81, -3.26, 0.40)  -0.094
C (4.62, -4.32, 0.00)  -0.081
C (5.92, -4.08, -0.44)  0.013
C (4.10, -5.70, 0.02)  -0.271
O (4.81, -6.64, -0.33)  0.097
C (2.71, -5.94, 0.46)  -0.076
C (2.18, -7.24, 0.43)  0.009
C (0.87, -7.48, 0.85)  -0.059
C (0.09, -6.42, 1.32)  -0.064
C (0.61, -5.13, 1.35)  0.003
C (1.92, -4.89, 0.91)  -0.075
C (2.44, -3.51, 0.91)  -0.281
O (1.76, -2.58, 1.31)  0.082
H (7.42, -2.58, -0.85)  0.104
H (5.97, -0.69, -0.18)  0.095
H (3.67, -1.11, 0.64)  0.119
H (6.56, -4.91, -0.75)  0.121
H (2.79, -8.07, 0.07)  0.121
H (0.47, -8.49, 0.82)  0.107
H (-0.93, -6.61, 1.66)  0.103
H (-0.01, -4.31, 1.71)  0.109
C (3.86, -2.75, 3.88)  -1.066
O (4.03, -1.54, 3.82)  0.063
O (2.99, -3.32, 4.54)  0.112
O (4.53, -3.59, 3.27)  0.103
C (2.51, 0.50, -2.97)  0.022
N (3.02, 1.94, -3.04)  -0.339
C (1.89, 2.86, -2.58)  0.018
C (3.36, 2.28, -4.48)  0.020
C (4.23, 2.15, -2.10)  -0.070
C (5.48, 1.34, -2.45)  -0.215
O (5.23, -0.06, -2.38)  -0.096
H (1.52, 0.47, -3.44)  0.108
H (3.18, -0.15, -3.54)  0.102
H (2.44, 0.20, -1.92)  0.112
H (1.03, 2.73, -3.24)  0.116
H (2.25, 3.90, -2.62)  0.109
H (1.63, 2.60, -1.55)  0.112
H (4.11, 1.58, -4.85)  0.104
H (3.75, 3.31, -4.51)  0.114
H (2.45, 2.20, -5.09)  0.117
H (3.88, 1.89, -1.09)  0.142
H (4.46, 3.22, -2.12)  0.138
H (6.27, 1.57, -1.73)  0.133
H (5.86, 1.58, -3.45)  0.116
H (6.07, -0.52, -2.54)  0.113
C (-6.84, 4.41, 1.14)  0.070
C (-7.94, 5.15, 1.16)  -0.202
C (-8.42, 5.80, 2.41)  -0.302
O (-9.43, 6.49, 2.39)  0.113
C (-7.66, 5.56, 3.64)  0.080
C (-6.55, 4.81, 3.63)  -0.213
C (-6.06, 4.19, 2.37)  -0.309
O (-5.03, 3.52, 2.38)  0.054
O (-5.83, 4.59, 4.78)  0.013
O (-8.68, 5.35, 0.01)  0.092
H (-6.48, 3.93, 0.24)  0.119
H (-8.03, 6.02, 4.55)  0.138
H (-5.07, 4.02, 4.51)  0.073
H (-9.43, 5.93, 0.28)  0.119
O (-2.90, 3.51, 5.97)  0.123
H (-2.59, 4.43, 5.82)  0.113
H (-3.25, 3.39, 6.89)  0.114
H (-2.19, 2.85, 5.76)  0.089

The value obtained for the lowest unoccupied orbital energy is -2.638 eV.

Below is a molecular structure, C31H34BrF7MgN3O6S3Si, with properties calculated with ωB97M-V with the def2-TZVPD basis set.

Last column: Löwdin charge in e.
Positions of all 87 atoms, in Å:
Mg (-0.05, 0.90, -0.63)  0.610
C (-2.64, 2.27, 1.51)  -0.148
Si (-3.33, 1.62, -0.11)  0.397
C (-4.05, 3.08, -1.06)  -0.173
C (-4.78, 0.49, 0.36)  -0.177
N (-2.10, 0.77, -0.97)  -0.095
C (-2.44, -0.08, -1.99)  -0.316
C (-3.72, -0.22, -2.57)  -0.054
C (-4.00, -1.16, -3.55)  -0.111
C (-3.02, -2.02, -4.02)  -0.116
C (-1.73, -1.90, -3.50)  -0.022
C (-1.47, -0.95, -2.54)  -0.191
O (-0.19, -0.74, -2.01)  -0.072
C (0.84, -1.59, -2.39)  -0.292
C (1.51, -1.37, -3.58)  -0.032
C (2.57, -2.20, -3.91)  -0.090
C (2.96, -3.22, -3.05)  -0.097
C (2.28, -3.42, -1.86)  -0.055
C (1.20, -2.61, -1.52)  0.022
H (-3.25, 3.10, 1.86)  0.038
H (-1.61, 2.62, 1.45)  0.005
H (-2.68, 1.48, 2.27)  0.014
H (-4.77, 3.61, -0.42)  0.028
H (-4.58, 2.77, -1.96)  0.021
H (-3.27, 3.78, -1.36)  0.006
H (-5.04, 0.62, 1.41)  0.022
H (-4.53, -0.56, 0.20)  0.025
H (-5.68, 0.70, -0.23)  0.024
H (-4.51, 0.44, -2.24)  0.075
H (-5.00, -1.21, -3.95)  0.094
H (-3.24, -2.76, -4.77)  0.088
H (-0.94, -2.55, -3.85)  0.113
H (1.19, -0.56, -4.22)  0.130
H (3.10, -2.04, -4.84)  0.101
H (3.79, -3.86, -3.31)  0.096
H (2.57, -4.21, -1.18)  0.097
H (0.66, -2.73, -0.59)  0.097
F (-5.45, -2.43, 5.89)  0.031
C (-4.36, -2.02, 5.19)  -0.293
C (-4.46, -1.87, 3.82)  -0.005
C (-3.34, -1.45, 3.12)  -0.026
C (-2.13, -1.17, 3.76)  -0.203
C (-0.92, -0.66, 3.02)  -0.104
C (-2.08, -1.34, 5.14)  -0.031
C (-3.19, -1.76, 5.87)  -0.019
H (-5.39, -2.08, 3.32)  0.117
H (-3.42, -1.33, 2.05)  0.091
H (-0.02, -0.94, 3.57)  0.116
H (-0.94, 0.43, 2.99)  0.111
H (-1.15, -1.14, 5.66)  0.113
H (-3.15, -1.89, 6.94)  0.111
C (4.26, 1.30, -0.12)  -0.225
S (3.37, 0.48, -1.44)  0.914
C (4.06, 1.43, -2.79)  -0.234
O (1.96, 0.98, -1.31)  -0.562
H (4.02, 2.36, -0.15)  0.054
H (5.33, 1.13, -0.25)  0.061
H (3.93, 0.87, 0.82)  0.042
H (5.12, 1.20, -2.87)  0.060
H (3.89, 2.49, -2.60)  0.056
H (3.54, 1.13, -3.69)  0.048
F (-1.44, 4.90, -0.08)  0.143
C (-0.14, 5.12, 0.05)  -0.668
F (0.14, 5.35, 1.33)  0.140
F (0.19, 6.20, -0.66)  0.147
S (0.84, 3.65, -0.52)  0.606
O (0.59, 2.66, 0.52)  -0.318
O (2.17, 4.16, -0.68)  -0.257
N (0.12, 3.07, -1.79)  -0.307
S (0.45, 3.64, -3.25)  0.623
O (0.21, 5.05, -3.36)  -0.264
O (1.64, 3.08, -3.83)  -0.273
C (-0.93, 2.81, -4.14)  -0.675
F (-0.80, 1.48, -4.08)  0.153
F (-0.87, 3.18, -5.42)  0.137
F (-2.11, 3.15, -3.65)  0.154
Br (1.18, -4.91, 1.91)  0.657
C (0.74, -3.05, 1.82)  -0.747
C (1.82, -2.12, 1.88)  -0.174
C (1.55, -0.89, 1.29)  -0.217
N (0.35, -0.45, 0.94)  -0.015
C (-0.76, -1.18, 1.58)  -0.346
C (-0.51, -2.67, 1.55)  -0.125
H (2.83, -2.43, 2.11)  0.070
H (2.39, -0.26, 1.01)  0.066
H (-1.66, -0.94, 1.01)  0.107
H (-1.31, -3.37, 1.33)  0.099

For the relative energy (zero: lowest compared OMol25 entry of this formula, charge and spin), the calculation gives 0.0000 eV. As for the net charge: -1. The value obtained for the lowest unoccupied orbital energy is 1.989 eV.